The following is a DFT calculation (ωB97M-V with the def2-TZVPD basis set) of a 2-piece molecular cluster, C8H16I2N5O9P2S overall.

## Properties
Gap between HOMO and LUMO (eV): 2.35
E_HOMO (Eh): -0.0753

```
! wB97M-V def2-TZVPD RIJCOSX def2/J DEFGRID3
* xyz -1 1
I -0.0215 -3.5675 1.2610
I 1.8472 0.3975 3.6963
S 1.0590 -4.9073 -2.0851
P 2.4349 1.7102 -1.4043
P -2.1175 -0.8964 2.5833
O 0.5615 -3.4890 -2.0947
O 2.4672 -4.9288 -1.6141
O 0.2044 -5.6776 -1.1023
O 0.9297 -5.5144 -3.4237
O -3.1021 -1.0016 1.3153
O 3.5397 1.8269 -0.2756
O 2.1684 3.1998 -1.9356
O -2.3774 0.5995 3.1105
O 2.7294 0.7676 -2.4542
N -2.1922 -1.9562 3.6629
N -0.5647 -0.7783 1.8669
N -1.0188 1.0734 0.4212
N -0.2893 1.7812 -0.4884
N 1.0061 0.2262 0.3780
C 1.5545 -1.5110 2.8527
C -1.8209 2.2948 -2.3677
C 0.9348 1.2401 -0.4608
C 2.6429 -2.5175 3.0549
C -0.2050 0.1286 0.9428
C -0.8861 2.8460 -1.2808
C -1.9732 3.2828 -3.5155
C 0.4424 -1.7674 2.1783
H -1.4497 3.4954 -0.6075
H 3.4900 -2.0929 3.5863
H -2.6510 -1.2836 0.5041
H -2.7864 2.0389 -1.9302
H -2.6775 2.8765 -4.2404
H 2.2800 3.8691 -1.2495
H -2.9741 1.1012 2.5490
H 2.2570 -3.3821 3.5939
H -0.0856 3.4176 -1.7344
H -1.0305 3.4373 -4.0365
H -2.8642 -2.6851 3.4631
H -1.3534 1.3841 -2.7472
H 3.2819 2.3099 0.5201
H 2.9964 -2.8539 2.0774
H -1.9842 1.2784 0.6085
H -2.4020 4.2278 -3.1780
*
```

***

The following is a DFT calculation (ωB97M-V with the def2-TZVPD basis set) of C29H29BBeBrCl2FK2NO15V as an isolated structure.

## Properties
Gap between HOMO and LUMO (eV): 1.60
E_HOMO (Eh): -0.4415

```
! wB97M-V def2-TZVPD RIJCOSX def2/J DEFGRID3
* xyz 2 1
Br 8.0169 4.1985 3.8725
V -4.8747 0.9753 2.0073
K 5.4140 5.0866 4.5779
K -3.4509 -5.4235 -3.2995
Cl -1.1943 -0.1397 -1.2409
Cl 5.2864 7.0039 2.0561
F 4.9488 1.0062 3.8247
O 1.2981 -4.3583 -7.0392
O 1.7373 -2.2005 -6.2469
O 0.4490 6.4842 5.6430
O 2.2698 5.1808 5.7374
O 2.7599 -4.3686 -8.7590
O 3.7854 -1.1756 2.1957
O 1.1567 -3.9424 -4.6307
O 3.1305 4.1491 2.0458
O -6.4116 0.9517 1.3704
O -3.2784 0.7669 2.4446
O -0.2596 -4.2693 -2.8998
O -0.5504 -3.0701 -6.0778
O 3.3184 -1.6203 -7.7458
O -2.2461 -3.2733 -4.6065
O 1.3706 6.0222 7.6503
N -5.5878 -1.3447 -2.7225
C -0.1011 0.3498 1.8003
C 1.1672 -0.1979 1.8987
C -4.7633 -2.5634 -3.0935
C -2.6788 -2.3380 -0.9814
C 0.8223 2.5646 1.8862
C 0.0363 -3.9310 -4.0223
C 5.7172 3.1128 2.1374
C 2.5425 -2.3971 -7.3101
C -1.3354 -1.9110 -1.4765
C -3.1495 -3.7068 -1.4746
C -6.1424 -1.2198 -1.3086
C 7.2224 1.1107 2.3133
C -1.0725 -3.3733 -4.9557
C -0.2738 1.7294 1.8036
C 3.6221 0.0103 2.1213
C -5.8147 -2.3084 -0.3359
C 3.2708 2.9447 2.0136
C 0.8864 6.3146 4.2899
C 1.3414 5.9304 6.4852
C -4.6350 -3.6731 -2.0462
C 1.8051 5.1095 4.4104
C -5.6707 -3.6737 -0.9409
C 4.6254 2.3455 2.0729
C 7.0278 2.4979 2.2532
C 2.2736 0.6292 1.9881
C 4.8222 0.9320 2.1662
C 2.1048 2.0247 1.9663
C 6.1366 0.3302 2.2638
C 2.2504 -3.8336 -7.8389
B 0.9412 -3.3883 -6.0321
Be 1.9148 2.5019 4.7015
H -5.3867 -4.3892 -0.1954
H -5.8162 -0.2846 -0.9068
H -5.0330 -0.5190 -2.9237
H 1.3063 -1.2693 1.9052
H -2.6101 -2.3983 0.0915
H -5.1808 -2.9709 -3.9935
H -3.3833 -1.5480 -1.1713
H -4.9614 -2.0383 0.2590
H 1.4346 7.2008 3.9690
H -0.5255 -2.3329 -0.9215
H -7.2073 -1.1230 -1.3802
H -6.6384 -2.3493 0.3531
H -3.1330 -4.4030 -0.6480
H 8.2111 0.6892 2.4016
H 5.6078 4.1982 2.1124
H 0.6963 3.6384 1.8768
H -3.7805 -2.2375 -3.3769
H -1.2690 2.1401 1.7352
H -2.4216 -4.0984 -2.1963
H -0.9631 -0.2939 1.7261
H 1.2242 4.1177 4.2734
H -6.3665 -1.2774 -3.3686
H 0.0413 6.1588 3.6284
H -4.7675 -4.6347 -2.5811
H 6.2240 -0.7453 2.3086
H 2.6337 5.0938 3.7254
H -6.6062 -3.9605 -1.3928
H -1.2297 -2.0669 -2.5260
H 7.9187 3.1416 2.3036
*
```

***

The following is a DFT calculation (ωB97M-V with the def2-TZVPD basis set) of a 2-piece molecular cluster, C3H10S overall.

## Properties
<S²>: 0.750
Gap between HOMO and LUMO (spin up / spin down) (eV): 2.09 / 8.87
E_HOMO (spin up / spin down) (Eh): 0.0456 / -0.2060

```
! wB97M-V def2-TZVPD RIJCOSX def2/J DEFGRID3
* xyz -1 2
S -0.5854 0.4659 6.1717
C 0.1590 -1.2659 -2.5948
C -0.2686 0.5166 -0.7248
C 0.6554 -0.0425 -1.7688
H -0.6600 -0.2189 -0.0357
H -1.2903 0.9991 -1.0162
H 0.7342 -1.3010 -3.5268
H -0.9131 -1.1860 -2.6127
H 0.4583 -2.2439 -2.2612
H 1.5149 -0.4538 -1.2113
H 1.1903 0.7835 -2.4119
H -0.9731 1.4081 6.9827
H 0.3034 1.2725 -0.1488
H -0.3249 1.2664 5.1586
*
```

***

The following is a DFT calculation (ωB97M-V with the def2-TZVPD basis set) of C6H10N2 as an isolated structure.

## Properties
Gap between HOMO and LUMO (eV): 9.76
E_HOMO (Eh): -0.3207

```
! wB97M-V def2-TZVPD RIJCOSX def2/J DEFGRID3
* xyz 0 1
N 0.1519 2.2806 -0.0120
N 1.3707 -0.4837 0.7399
C -0.9227 0.0369 1.0201
C 0.0831 -1.1247 0.8190
C -0.2502 0.8707 -0.1329
C 0.1851 -1.4344 -0.7008
C -1.6694 0.4349 -0.1899
C 0.8515 -0.0359 -0.6276
H -2.4908 1.1340 0.0720
H 0.1816 -2.0338 1.4324
H 1.5341 0.2579 -1.3574
H 2.1257 -1.1407 0.6248
H -0.6439 -1.4828 -1.3188
H -1.9114 -0.3862 -0.8482
H 0.1434 2.5400 -1.0080
H 1.0772 -2.1616 -0.8696
H -0.9587 0.4183 2.0380
H 1.1428 2.3106 0.3187
*
```

***

The following is a DFT calculation (ωB97M-V with the def2-TZVPD basis set) of a 14-piece molecular cluster, C32H99N7O14 overall.

## Properties
<S²>: 0.755
Gap between HOMO and LUMO (spin up / spin down) (eV): 8.28 / 2.41
E_HOMO (spin up / spin down) (Eh): -0.3906 / -0.3906

```
! wB97M-V def2-TZVPD RIJCOSX def2/J DEFGRID3
* xyz 1 2
O -1.1101 4.6159 4.2235
O -2.9852 3.0219 -0.5342
O 4.0680 4.1896 -0.0794
O -1.4040 -4.2417 2.1359
O -6.6431 -0.7764 -0.5956
O -0.9398 0.0057 -3.9761
O 5.6931 -7.0012 2.6795
O 4.8761 -2.8641 -0.1496
O 0.1279 -4.6428 -4.0392
O 1.2899 -4.6993 -1.0187
O 0.4258 0.0005 1.9203
O 0.9517 0.8678 -2.0618
O 1.5325 -1.7454 3.5200
O -5.2121 -4.3903 -1.8159
N -4.0660 6.1157 5.8746
N -5.7666 -1.6936 -2.9827
N 7.6147 5.0727 0.5885
N 0.5509 -2.7185 0.8632
N -3.9474 6.3231 0.9220
N 4.2065 -3.5487 2.8162
N 1.7305 -1.8752 -4.4074
C -1.9116 2.5820 -1.3695
C -2.4434 4.7330 4.6672
C 0.8976 -2.2578 -6.4702
C 5.6656 -5.6054 2.6252
C 6.2507 5.3991 0.4957
C -2.9143 4.3884 -0.3098
C -4.1068 4.9249 0.5644
C -5.9927 -1.3706 0.4549
C 0.9849 1.2142 1.4316
C -1.7959 5.8086 6.8452
C -0.6438 -1.2414 -4.6603
C -4.0598 0.0036 -3.3120
C 4.3839 -1.0888 -1.6325
C -1.2323 1.0439 -4.9086
C -4.9035 -0.7594 -2.2962
C -4.0644 -4.6377 -1.0931
C -5.4881 4.7808 -0.0331
C -2.6740 5.9457 5.5803
C -0.5508 -0.4484 0.9894
C 4.2471 -5.0150 2.8184
C 3.5248 3.0330 -0.6750
C 3.2884 -5.3579 1.6097
C -2.9564 -4.7478 -2.1089
C 5.4509 -7.6531 3.9157
C 5.4855 4.2556 -0.3392
C 3.9015 -1.9312 -0.4311
C 0.0693 -1.5960 0.0879
C 6.0091 6.8937 -0.0149
C -0.8912 -2.0478 -1.0036
C -5.7936 0.1065 -1.3390
C -0.7097 3.4324 3.5553
C 0.7846 -1.3106 -5.2692
H 1.1562 -0.3537 -5.6359
H -4.2234 -5.6168 -0.6414
H -1.7859 4.8032 7.2662
H -0.4861 1.1162 -5.6999
H 0.3245 -1.9253 -7.3358
H -5.7634 -0.7337 1.3092
H 6.1910 6.9393 -1.0886
H 3.8182 -1.2623 0.4255
H 0.9171 -1.1324 -0.4164
H -1.3473 -1.4217 -5.4731
H 0.3479 0.5165 -2.7162
H -0.7590 -2.0693 -3.9606
H 4.9820 7.1847 0.2052
H -3.0487 -5.5642 -2.8251
H 6.2159 -7.3281 4.6208
H 5.1366 -0.3783 -1.2909
H 0.2516 1.9281 1.0566
H -0.4649 -2.7998 -1.6675
H 1.6582 0.9584 0.6135
H 2.9980 -2.4308 -0.7806
H -4.6512 0.7988 -3.7657
H -5.3654 -2.3931 -3.5908
H 2.4594 3.0397 -0.4447
H -3.2129 0.5153 -2.8549
H -6.6113 -2.1651 0.8724
H -6.1382 -2.2482 -2.2247
H 4.4541 -7.4694 4.3166
H 1.1646 -2.2801 1.5349
H 3.7675 -5.4616 3.6895
H -3.0520 6.5452 1.3330
H 6.7505 7.5326 0.4651
H -5.0771 -1.8818 0.1574
H -2.8930 -3.8058 -2.6536
H -1.3581 -0.7970 1.6336
H -0.7827 6.1074 6.5766
H -2.6214 3.8177 5.2317
H 5.5810 -8.7353 3.9223
H -2.0346 1.5108 -1.5294
H -2.3532 6.7496 4.9177
H -4.6883 5.6457 5.2327
H 1.6240 1.6928 2.1736
H -5.7192 3.7238 -0.1653
H -0.6031 2.6205 4.2746
H -4.1164 4.3992 1.5192
H -2.1891 6.5240 7.5676
H -5.2870 0.7923 -0.6600
H 3.9455 2.0850 -0.3397
H -0.9508 -4.6901 2.8498
H -0.9762 2.7918 -0.8507
H -2.0342 -4.8729 -1.5414
H 7.8754 5.5322 1.4493
H 6.0695 -5.2280 1.6858
H -3.7805 -0.7829 -4.0132
H -1.4921 3.0693 2.8889
H -3.1077 4.7197 3.8031
H 5.8908 3.2692 -0.1138
H 4.7905 -3.0988 3.5067
H 0.1883 3.5673 2.9523
H -1.2458 2.0317 -4.4479
H 2.6248 -1.7378 -4.8562
H -2.2169 0.8847 -5.3481
H -2.8829 4.8507 -1.2964
H -4.5919 6.4111 1.6946
H -1.2324 -4.7828 1.3652
H -1.9514 4.5601 0.1712
H 0.9404 -5.3634 -0.4244
H 7.6843 4.1003 0.8522
H 4.8010 -3.0766 0.7835
H -5.9954 -4.6591 -1.3302
H 1.1617 -3.8715 -0.5556
H 0.4538 -3.2150 -6.1965
H -1.3004 -1.1977 -1.5495
H -4.1398 -1.1254 -1.6100
H -6.4419 0.7311 -1.9535
H 3.8270 -4.9123 0.7734
H 1.8817 -2.4346 -6.9042
H -1.7143 -2.4915 -0.4436
H 4.8658 -1.6712 -2.4179
H 1.1735 -1.1123 2.8982
H 1.0969 1.7746 -2.3316
H -5.6214 5.1625 -1.0454
H -4.0750 -3.9091 -0.2824
H 0.5741 -3.7960 -4.0382
H -6.2587 5.1539 0.6415
H -0.9910 0.3314 0.3679
H -4.1470 5.4978 6.6694
H 3.5295 -0.5652 -2.0614
H 5.6996 4.3945 -1.3989
H 3.3374 -3.1809 3.1759
H 5.8972 5.3689 1.5263
H -0.1501 -3.1844 1.4214
H 0.0866 -4.8935 -3.1163
H 3.5273 3.0428 -1.7649
H 6.3600 -5.2492 3.3861
H 3.1935 -6.4428 1.5629
H 1.7819 -1.3057 -3.5749
H 1.7578 -1.2239 4.2903
H 2.2862 -4.9431 1.7176
H -1.9753 2.9871 -2.3794
*
```

***

The following is a DFT calculation (ωB97M-V with the def2-TZVPD basis set) of C8H10MnO6P as an isolated structure.

## Properties
<S²>: 6.058
Gap between HOMO and LUMO (spin up / spin down) (eV): 8.02 / 7.47
E_HOMO (spin up / spin down) (Eh): -0.6029 / -0.6788

```
! wB97M-V def2-TZVPD RIJCOSX def2/J DEFGRID3
* xyz 2 5
Mn -0.0671 -0.0112 -0.0971
P 0.1048 0.2357 3.2319
O -0.5574 0.4244 1.8559
O 0.6720 -0.6138 -2.8905
O -0.7812 -2.8843 0.4178
O 2.8296 -0.2591 0.8161
O -2.9075 0.5369 0.1642
O 0.0534 2.9502 -0.6281
C 1.4265 1.4492 3.3764
C -1.1968 0.6121 4.3960
C 0.6041 -1.4900 3.3798
C 0.0206 1.8224 -0.3631
C 1.7300 -0.1566 0.4823
C -2.0103 0.1985 -0.5162
C -0.4994 -1.7730 0.2647
C 0.4443 -0.3824 -1.7795
H 1.0257 -1.6929 4.3663
H -2.1780 -0.0799 -1.6169
H -1.5603 1.6278 4.2374
H -2.0449 -0.0578 4.2508
H 1.0330 2.4601 3.2371
H -0.8479 0.5207 5.4225
H -0.2505 -2.1610 3.2518
H 2.2273 1.3253 2.6490
H 1.3478 -1.7973 2.6421
H 1.8785 1.4127 4.3689
*
```